{
  "formula": "C37H48F25GaN2O16PS",
  "method": "wB97M-V/def2-TZVPD",
  "elements": ["Ga", "S", "P", "F", "F", "F", "F", "F", "F", "F", "F", "F", "F", "F", "F", "F", "F", "F", "F", "F", "F", "F", "F", "F", "F", "F", "F", "F", "O", "O", "O", "O", "O", "O", "O", "O", "O", "O", "O", "O", "O", "O", "O", "O", "N", "N", "C", "C", "C", "C", "C", "C", "C", "C", "C", "C", "C", "C", "C", "C", "C", "C", "C", "C", "C", "C", "C", "C", "C", "C", "C", "C", "C", "C", "C", "C", "C", "C", "C", "C", "C", "C", "C", "H", "H", "H", "H", "H", "H", "H", "H", "H", "H", "H", "H", "H", "H", "H", "H", "H", "H", "H", "H", "H", "H", "H", "H", "H", "H", "H", "H", "H", "H", "H", "H", "H", "H", "H", "H", "H", "H", "H", "H", "H", "H", "H", "H", "H", "H", "H", "H"],
  "coordinates": [[1.4286, 3.8257, -3.0296], [-2.0358, 3.1974, -2.2551], [-0.3276, 2.2989, -2.5090], [6.3632, -1.6798, -5.1278], [-0.9215, 3.0823, 13.0077], [0.1219, 1.7011, 11.6814], [7.2901, -1.7135, 12.6676], [-7.7770, -0.2647, -0.7777], [-1.6765, -2.1211, -2.7894], [1.2132, 3.3260, 12.6434], [6.8194, -1.4941, -7.2525], [-0.7006, -3.6203, -5.2969], [-2.0067, -0.3725, -4.0472], [-6.6554, 1.0402, 0.5595], [-0.1045, -5.6738, -5.7172], [-8.8158, 0.8472, 0.7846], [3.5070, 8.1036, 5.5424], [0.6683, 5.3827, -3.8367], [-3.2476, -8.6406, 0.7643], [8.2894, -2.3551, -5.8912], [2.3332, 6.4475, 6.3395], [5.7082, -3.1183, 12.1375], [-1.6093, -0.1231, -1.9176], [-2.2042, -10.0218, -0.5620], [-1.1129, -8.3969, 0.4000], [1.3299, 8.1502, 5.4213], [6.7540, -2.0158, 10.5755], [1.4030, -4.1016, -5.6127], [-0.0614, -2.7625, -7.8011], [-3.6869, -7.3033, -1.6600], [-9.0390, 1.8178, -1.9966], [4.4888, -0.8849, 13.1074], [-1.3607, 4.4196, 10.5834], [2.7494, 5.4559, 3.7507], [-0.0471, -4.9697, -8.4301], [2.2466, 7.5399, 2.9308], [0.8404, 4.0540, 10.0460], [-1.4857, -7.6689, -2.1974], [-4.6546, -0.3655, -3.1268], [-4.0112, -1.7728, -1.4317], [5.0540, 0.1421, 11.1342], [4.9936, -3.6565, -6.4055], [7.0084, -4.7227, -6.6737], [-7.4378, 3.1793, -1.0746], [3.5524, 2.5126, -6.9725], [2.2875, 4.3328, -1.3530], [1.0434, 6.3119, 1.2146], [-2.5967, -7.8096, -1.4055], [-0.1612, -2.3786, -9.1810], [4.5173, 0.8881, -4.8721], [2.4833, 6.6406, 3.9390], [0.1431, -4.3771, -6.0565], [2.7164, 2.7617, -4.2849], [-0.0096, -4.1104, -7.5528], [5.2057, -0.7696, 11.9437], [6.3641, -3.7041, -6.4351], [-7.8197, 0.9419, -0.1422], [-5.3813, -1.8868, -1.0177], [2.3288, 7.0243, 1.5933], [-8.0392, 2.1083, -1.1037], [2.2416, -0.1278, 12.5805], [3.6569, 1.5805, -3.6794], [-8.3891, 2.8707, -4.0870], [-9.3720, 2.8561, -2.9307], [0.7587, 6.3238, 9.1846], [-1.5954, -2.4892, -9.6647], [4.3135, -4.8911, -6.6788], [-1.6530, -6.8789, -3.3846], [3.5182, 0.1437, 13.3550], [4.3604, 1.4090, -6.3813], [0.6731, 4.8440, 8.8589], [2.7815, 3.1099, -5.8480], [-2.2788, -0.8972, -2.8191], [6.2306, -1.8964, 11.8283], [2.4116, 7.3274, 5.3015], [6.9570, -2.3203, -6.1761], [-0.2706, 3.9133, 10.8379], [4.2768, -5.7672, -5.4401], [0.0318, 3.0150, 12.0358], [-6.1197, -2.8915, -1.8830], [-1.5675, -5.3991, -3.0588], [-2.2944, -8.7079, -0.2076], [-3.7744, -0.9675, -2.5165], [-0.4616, 1.3543, -3.6262], [-10.3761, 2.6340, -3.3075], [-9.4239, 3.8300, -2.4306], [5.0049, 0.8116, -7.1930], [-1.6877, -2.1219, -10.6907], [-0.8386, -7.1511, -4.0644], [0.7114, 6.9248, 8.2720], [2.4187, -0.0918, 11.5014], [-8.3342, 1.8843, -4.5580], [-1.6148, -4.7981, -3.9714], [5.2850, -6.0642, -5.1360], [2.0805, 4.0192, -6.1837], [5.2577, 0.0006, -4.6270], [2.3435, 3.5339, -0.6794], [1.8597, -1.1282, 12.8066], [-0.6342, -5.1741, -2.5332], [-6.1685, -2.5565, -2.9235], [3.2233, 4.7683, -1.5070], [4.7715, -5.4100, -7.5287], [3.9295, 1.1331, 13.1242], [1.6919, 6.5488, 9.7102], [-2.5923, -7.1286, -3.8912], [1.0730, 5.9882, 0.1704], [-1.9432, -3.5263, -9.6366], [1.4734, 0.6101, 12.8290], [3.2023, 6.3723, 1.4787], [-2.2648, -1.9121, -9.0191], [0.1268, 1.5400, -1.3465], [-0.2662, 4.5943, 8.3522], [3.6908, -6.6723, -5.6230], [-0.0591, 6.6315, 9.8433], [-5.8741, -0.9078, -1.0231], [3.2910, -4.6317, -6.9734], [2.4794, 7.8833, 0.9307], [-5.6000, -3.8546, -1.8832], [3.3047, 0.1267, 14.4291], [0.1666, -1.3355, -9.2449], [-8.6864, 3.6072, -4.8389], [0.1815, 6.9711, 1.3580], [0.8787, 5.4323, 1.8443], [-7.1408, -3.0391, -1.5197], [3.8379, -5.2239, -4.5974], [3.6462, 1.3005, -2.5436], [-7.3792, 3.1157, -3.7442], [1.4875, 4.5718, 8.1790], [0.5224, -2.9693, -9.8016], [-2.3852, -5.0914, -2.4001], [-5.3712, -2.2361, 0.0203]],
  "atomic_forces_ev_per_a": [[0.4, 0.8, -0.3], [-1.0, 0.2, 0.4], [0.8, 0.0, -0.7], [0.4, -1.1, -0.9], [0.7, 0.2, -1.3], [-0.4, 1.3, -0.3], [-1.0, 0.3, -0.5], [-0.5, 1.2, 0.2], [-0.8, 0.7, 0.1], [-0.9, 0.0, -0.7], [-0.1, -1.1, 0.7], [0.8, -0.3, -1.4], [-0.9, -0.7, 1.2], [-1.2, 0.3, -1.0], [0.3, 1.1, -0.9], [0.6, 0.4, -0.9], [-0.7, -0.7, -0.5], [0.9, -1.5, 0.6], [0.7, 0.2, -1.3], [-1.4, -0.5, -0.4], [0.1, 0.4, -1.2], [0.1, 1.2, -0.2], [-1.2, -1.2, -0.5], [-0.2, 1.1, -0.2], [-1.0, 0.0, -0.8], [0.8, -0.8, -0.4], [-0.8, 0.5, 1.2], [-1.0, -0.2, -0.8], [0.3, -2.0, 1.1], [2.4, -1.5, 1.1], [1.1, -0.2, 1.6], [1.5, -0.3, -1.4], [2.4, -1.5, 1.2], [-0.6, 2.7, 1.2], [0.2, 1.5, 2.5], [0.5, -0.7, 2.4], [-1.3, -0.8, 1.6], [-1.3, -0.8, 1.6], [2.5, -1.4, 1.1], [1.0, 1.0, -1.3], [0.8, -2.5, 1.7], [2.0, 0.6, -0.1], [-1.0, 2.7, 0.6], [-1.3, -2.9, 0.4], [0.2, -2.3, 7.4], [0.3, -0.4, -0.2], [-0.2, -0.1, 0.2], [-1.0, 1.9, -2.6], [-0.2, 0.3, -0.8], [-2.2, 2.4, 0.1], [0.3, -1.6, -3.1], [0.1, -0.2, 2.5], [2.7, -2.1, -2.1], [-0.2, 0.5, -3.3], [-2.0, 2.7, -0.1], [-1.0, -3.0, -0.7], [0.7, -1.7, 1.7], [-0.7, 0.0, 0.1], [-0.2, -0.5, -1.1], [-0.1, 3.0, -1.8], [0.0, -0.1, -0.2], [-0.4, 1.7, -6.0], [0.4, -0.1, 0.1], [-0.1, 0.5, -0.6], [-0.1, 0.2, 0.3], [-0.3, -0.3, 0.2], [-0.4, -0.7, -0.1], [0.0, 0.7, -0.7], [-0.7, 0.5, 0.1], [-0.2, 0.1, 1.1], [0.0, 0.6, -0.8], [0.6, -0.8, 0.5], [2.5, 0.6, -0.6], [1.7, -2.0, -0.5], [-0.2, 1.1, 2.0], [1.1, 2.4, 0.6], [-1.0, 1.9, -2.7], [0.3, 0.0, 0.3], [0.3, -1.2, 2.1], [0.1, -0.1, -0.3], [-0.3, 0.1, 0.3], [0.5, -1.3, 2.2], [-3.3, 0.4, 0.3], [0.6, 0.4, 1.2], [0.2, -0.3, 0.3], [0.2, -0.3, 0.1], [-1.5, 1.4, 2.0], [0.1, 0.0, 0.1], [-0.1, -0.2, 0.5], [0.0, -0.2, 0.1], [0.0, 0.1, 0.2], [-0.1, 0.1, 0.0], [-0.1, -0.4, 0.5], [-0.1, 0.0, -0.2], [1.7, -2.2, 0.8], [-1.8, 2.3, -0.8], [0.3, 1.1, -0.9], [0.0, 0.1, 0.1], [0.0, 0.0, -0.2], [-0.1, 0.1, 0.2], [-1.0, -0.8, 0.4], [0.2, 0.2, 0.2], [0.1, -0.3, -0.1], [0.0, -0.1, -0.2], [0.1, 0.0, 0.3], [0.1, 0.0, 0.1], [0.1, 0.1, -0.1], [0.4, -0.3, 0.1], [-0.2, 0.1, 0.3], [0.2, 0.1, -0.1], [-0.3, 0.1, -0.9], [0.1, 0.0, 0.3], [0.0, 0.1, 0.0], [0.0, -0.1, -0.2], [0.6, -0.4, -0.2], [0.4, 0.3, 0.1], [0.0, 0.0, 0.4], [-0.1, 0.1, 0.1], [0.3, -0.3, -0.2], [0.0, -0.2, 0.4], [0.0, -0.1, 0.1], [0.1, 0.1, -0.1], [0.1, 0.0, -0.1], [0.1, 0.0, 0.0], [-0.1, -0.1, -0.2], [0.2, 0.5, -2.5], [-0.2, 0.1, 0.0], [-0.1, -0.2, 0.4], [-0.2, -0.1, 0.3], [0.0, -0.1, -0.1], [0.4, 0.1, -0.2]],
  "e_tot_ha": -7913.02092,
  "orbital_gap_ha": 0.229,
  "charge": -1,
  "homo_ev": -4.61
}